1.
DFT (wB97M-V/def2-TZVPD) results for C30H31F4N2O as an isolated structure at a distorted geometry.

Summary:
HOMO level ... -11.751 eV
Total charge ... +1
Orbital gap ... 6.022 eV
E_LUMO ... -5.729 eV

Last column: Löwdin charge in e.
Atoms and positions in Å:
C 2.518338 2.335420 1.094981  0.035
H 0.334430 -2.565380 -0.497926  0.126
F -0.313265 2.857186 -5.855764  0.057
H 1.199021 -3.322377 3.437233  0.087
H 1.884268 -2.489319 2.014638  0.083
C 4.741855 1.810299 0.212544  0.107
C -2.809697 -0.886787 -3.371012  -0.068
H 0.278726 2.098640 -3.433567  0.130
H 0.865078 -1.980123 -2.723491  0.114
C -0.518051 -1.064985 -4.125348  -0.076
H -3.842687 -0.584046 -3.541544  0.113
N -0.082473 -0.861258 1.304485  0.081
C -0.752949 2.430099 -3.561129  0.051
F -4.644304 3.760163 -4.134236  0.061
C -1.123847 -1.815819 -1.903474  -0.241
C 2.761362 0.671426 -0.664701  0.050
C 1.154886 -1.134677 3.539015  -0.527
C -1.677906 2.361048 -2.487415  -0.196
H 0.674987 -0.414673 0.754738  0.080
H 1.831575 -0.916372 5.587627  0.097
C 1.964154 1.340711 0.276847  -0.221
H 0.439921 0.849803 -1.785695  0.099
H 0.473591 -2.022562 5.443883  0.073
N -1.224261 -1.904488 2.910326  -0.010
H 2.968708 -0.010172 3.876776  0.108
H -1.887398 -0.689058 0.312343  0.157
C 0.887884 -1.088052 5.047213  -0.046
H 0.242997 -0.898691 -4.887325  0.113
C -2.471854 3.391024 -5.023401  0.104
C -3.356099 3.320918 -3.945562  -0.217
H 2.331233 -0.044098 -1.372087  0.131
C -0.181315 -0.913544 2.739001  -0.229
C -2.456450 -1.470711 -2.152401  -0.036
H -2.770744 3.777153 -5.990610  0.145
C -1.313291 1.835896 -1.181341  0.039
H 1.876514 2.912883 1.763113  0.143
H 1.608525 0.984064 3.339248  0.093
H 2.789856 -2.531272 3.538685  0.101
C 2.096395 0.010048 3.210635  -0.047
C -2.999621 2.816035 -2.706313  0.051
H -2.122560 -0.236479 -5.311166  0.112
C -0.162038 -1.649758 -2.908343  -0.056
F 4.474293 3.309665 2.038624  0.066
C -1.829200 -2.268949 1.735663  -0.378
C -1.844068 -0.692173 -4.359518  -0.087
C 1.783358 -2.455405 3.106191  -0.023
C -1.174022 -1.471765 0.627052  -0.199
H -3.720574 2.766000 -1.889826  0.136
H 2.482717 -0.068288 2.191872  0.072
C 4.131155 0.923355 -0.672835  -0.206
O -2.720054 -3.099141 1.607284  0.097
C 0.506366 0.968004 0.372224  -0.017
H -2.061008 1.955352 -0.382914  0.140
H -0.925974 -3.290816 4.474454  0.094
H -0.018756 1.411872 1.232913  0.146
C -1.644424 -2.525408 4.147135  -0.008
H -1.753716 -1.780965 4.940936  0.098
C -0.147175 1.179849 -0.918100  -0.060
H -2.603074 -3.021191 3.969336  0.102
C 3.899889 2.487934 1.095346  -0.208
F 4.913462 0.273490 -1.597142  0.066
H -3.211336 -1.656645 -1.384496  0.126
H 0.214466 -0.258333 5.308990  0.098
C -0.746567 -2.377004 -0.554462  -0.054
C -1.186691 2.904486 -4.794220  -0.222
H -0.575197 0.063966 3.083798  0.162
H -1.270756 -3.336227 -0.408548  0.137
H 5.813391 1.990222 0.190765  0.148

Force components x, y, z for each atom (eV/Å):
-0.119 -0.370 0.429
-0.259 0.013 0.060
-0.865 0.194 1.176
0.109 0.166 -0.101
0.013 -0.081 0.169
-0.449 -0.064 -0.095
0.070 -0.162 0.116
-0.343 0.159 -0.211
-0.281 0.153 -0.101
-0.112 -0.074 0.030
0.235 -0.140 -0.038
1.368 -0.692 -0.657
-0.300 -0.097 0.218
1.405 -0.467 0.230
0.077 -0.164 -0.230
0.329 -0.160 0.100
-0.519 -0.378 -0.457
-0.145 0.326 -1.042
0.582 -2.256 0.752
-0.257 -0.042 -0.247
0.150 -0.943 -0.153
-0.167 0.433 0.416
0.088 0.341 -0.150
-0.368 -0.583 -0.883
-0.224 -0.025 -0.137
-0.107 -0.311 -0.210
0.029 -0.096 0.401
-0.218 -0.106 0.107
0.080 -0.342 0.577
-0.796 0.289 -0.316
0.277 0.152 0.309
0.114 1.254 1.510
0.213 0.252 -0.235
0.009 -0.047 0.112
-0.193 -0.583 0.661
0.402 -0.219 -0.031
0.077 -0.097 0.001
-0.220 -0.107 -0.097
0.264 0.139 -0.093
0.359 -0.107 0.386
0.088 -0.136 0.265
-0.278 0.210 0.196
-0.763 -0.807 -1.306
-0.637 -0.819 0.822
0.106 0.109 0.073
0.241 -0.087 0.145
-0.189 -0.001 -0.981
0.056 0.101 -0.343
-0.026 0.005 0.102
0.457 -0.283 -0.672
1.087 1.146 -0.074
-1.665 4.985 -0.948
0.444 0.282 -0.214
-0.222 0.209 -0.090
0.354 -0.042 -0.454
0.043 -0.166 0.503
-0.054 -0.126 -0.157
0.409 -0.973 -0.236
0.198 0.199 -0.058
0.405 0.605 0.594
-0.914 0.731 1.103
0.156 0.088 -0.226
0.135 -0.197 -0.029
-0.411 -0.114 -0.044
0.602 -0.197 -0.487
0.045 -0.022 0.231
0.239 0.235 -0.070
-0.215 -0.092 0.074

2.
DFT (wB97M-V/def2-TZVPD) results for C30H31FeN2S as an isolated structure at a distorted geometry.

Summary:
HOMO level (alpha / beta) ... -0.434 / -2.086 eV
Total charge ... -1
⟨S²⟩ ... 6.120
2S+1 ... 5
Orbital gap (alpha / beta) ... 2.693 / 2.659 eV
E_LUMO (alpha / beta) ... 2.259 / 0.572 eV

Last column: Löwdin charge in e.
Atoms and positions in Å:
C -0.586898 -3.474524 -0.503500  -0.405
H 2.817901 3.910170 3.935714  0.088
H -0.053990 -2.358239 -4.642436  0.133
C -0.254315 -2.625309 -1.740039  -0.345
C -0.552835 1.682907 -3.751593  -0.470
H -1.385386 3.870944 -6.211136  0.095
C -0.811147 0.492301 -4.434748  -0.237
H 2.104672 2.050766 -0.005987  0.074
C -3.641052 0.260120 2.796050  -0.132
H -0.043906 0.313557 0.772029  0.070
C -1.488011 1.721571 -6.381288  -0.099
N -0.239681 -1.205029 -1.333514  0.087
C 4.065241 0.124233 2.278030  -0.160
H -1.484304 -0.463397 -6.244714  0.101
C -1.179627 -2.897762 -2.894368  -0.153
H -1.559949 -3.121726 -0.118365  0.140
H 2.399194 -1.267519 1.602711  0.091
H 4.769386 0.075244 1.447650  0.097
Fe 2.600487 1.359757 2.710288  0.131
H -2.217349 -2.777941 -2.556555  0.136
C -1.466142 1.209302 2.186763  -0.236
H 5.172122 1.339411 3.851004  0.104
S -0.086556 1.381973 -2.098512  1.118
H -1.861143 1.743481 -7.405400  0.096
H -4.330471 -0.586822 2.794463  0.085
C -0.922581 -1.993156 -4.074841  -0.128
C 2.967564 3.098826 1.825229  -0.196
C -1.217889 2.921731 -5.708130  -0.102
C 1.148803 2.576705 3.201549  -0.166
H -0.488657 3.818419 -3.847969  0.110
H 0.579017 -2.157688 0.753544  0.048
C 2.224008 -0.349698 3.666834  -0.133
H -1.578249 -5.152030 -1.493460  0.065
C -1.277512 0.488044 -5.746282  -0.027
H 0.174368 -5.370497 -1.278299  0.084
H 1.455339 -3.619502 0.214081  0.086
C 0.482950 -3.232256 0.557604  -0.081
H 3.868436 3.586585 1.457873  0.084
C 2.402345 3.276700 3.155512  -0.188
H -0.928325 -5.518598 0.101269  0.075
C -0.736276 -4.962232 -0.820144  -0.086
C -0.730243 2.906409 -4.392273  -0.084
C 4.279729 0.790209 3.554645  -0.130
N -0.677520 -0.629486 -3.602810  -0.037
C -1.853348 2.405489 2.875177  -0.057
C -0.204763 1.073514 1.550708  -0.038
H -1.169937 3.261004 2.905573  0.098
C 3.140219 0.498152 4.408420  -0.152
C -3.086417 2.513791 3.504293  -0.122
C -0.325789 -0.361089 -2.307458  -0.564
H 0.406454 2.584652 3.994125  0.095
C 2.065697 2.279658 1.057197  -0.157
C 2.794024 -0.581251 2.348499  -0.114
H -1.070618 -3.932518 -3.227265  0.111
C 0.899528 1.930235 1.883284  -0.313
H -1.791280 -1.983328 -4.741887  0.117
C -3.987188 1.439583 3.476767  -0.150
H 1.328306 -0.824408 4.060044  0.105
H 0.204363 -3.740659 1.488212  0.081
C -2.420352 0.154488 2.135847  -0.062
H -4.944446 1.512116 3.993124  0.075
H 3.029561 0.781010 5.454342  0.101
H -3.342971 3.436623 4.034509  0.091
H 0.765813 -2.933447 -2.054916  0.158
H -2.148419 -0.749563 1.584953  0.092

Force components x, y, z for each atom (eV/Å):
-0.101 0.179 0.018
-0.086 -0.120 -0.143
-0.120 0.193 0.010
0.313 0.059 0.509
-0.077 0.260 -0.483
0.060 -0.162 0.100
-0.416 -0.488 0.274
0.265 -0.006 0.225
0.250 0.182 -0.148
-0.260 0.250 0.373
0.185 0.015 0.347
0.506 0.437 -1.371
0.316 -0.891 0.121
0.057 0.458 0.069
-0.755 -0.324 -0.114
0.261 0.046 -0.078
0.226 0.103 0.237
-0.255 0.143 0.253
-0.471 -0.695 -0.393
0.084 0.038 -0.001
-0.305 -0.063 -0.053
-0.121 -0.381 -0.006
-0.010 -0.025 0.308
0.089 -0.001 0.277
0.115 0.229 -0.057
0.230 0.379 0.023
-0.718 1.399 -0.444
0.136 -0.349 0.097
-1.122 1.048 -0.762
-0.187 -0.101 -0.239
-0.012 -0.298 0.003
0.808 0.167 2.956
0.115 -0.030 0.069
0.057 0.164 -0.081
-0.093 0.057 0.048
-0.205 0.075 0.125
-0.134 -0.005 0.134
-0.173 -0.169 0.056
-0.675 1.464 -0.704
0.070 0.013 -0.059
-0.011 0.014 -0.025
-0.016 -0.263 -0.038
2.313 -1.643 -0.178
0.079 0.024 -1.375
-0.149 0.086 0.135
0.918 0.511 -0.012
-0.307 -0.478 -0.163
-1.568 -2.161 0.784
0.176 -0.370 -0.200
-0.314 -0.812 1.415
0.512 -0.103 0.070
-0.671 0.869 -0.713
2.211 -1.515 -0.887
-0.042 0.064 -0.005
-1.188 2.066 -0.199
0.146 0.018 0.067
-0.102 -0.123 0.119
0.207 0.178 -0.101
0.182 0.086 -0.086
-0.258 0.194 0.255
0.189 -0.033 -0.108
0.064 -0.037 -0.336
0.045 -0.291 -0.216
-0.141 0.290 0.113
-0.122 0.177 0.189

3.
DFT (wB97M-V/def2-TZVPD) results for C30H31MoN6O7S3 as an isolated structure.

Summary:
Energy relative to the best compared isomer or geometry (same formula, charge and spin) ... 11.7 kcal per mole
HOMO level (alpha / beta) ... -10.824 / -10.823 eV
Total charge ... +1
⟨S²⟩ ... 2.021
2S+1 ... 3
Orbital gap (alpha / beta) ... 6.597 / 7.027 eV
E_LUMO (alpha / beta) ... -4.227 / -3.796 eV

Last column: Löwdin charge in e.
Atoms and positions in Å:
H -3.987423 2.162704 0.277834  0.070
H 3.266674 3.885417 -4.942681  0.116
H -0.101415 3.427412 0.732974  0.097
S 0.221844 -0.737260 3.415645  0.954
N 3.246311 -2.585502 -1.349962  -0.031
C -3.789270 -1.108945 -1.780611  -0.195
C 5.130499 -1.326926 -0.543622  -0.541
C 4.618074 -4.988440 -1.333842  -0.008
H -0.635387 2.712263 7.715745  0.107
H 5.143185 -5.933228 -1.308711  0.124
H -4.836484 -1.280926 -2.024198  0.120
H -1.392892 0.819268 2.644483  0.060
C -2.996128 -2.364523 -2.112749  -0.109
H 0.273675 -0.287835 -3.165047  0.072
H 1.648945 -3.607074 -2.167904  0.110
H -1.165286 0.413830 -2.416897  0.096
C -5.057431 0.285815 0.318178  -0.284
C 2.176377 1.639285 -2.675338  -0.304
C 1.280871 3.812415 -2.210502  -0.018
O 4.225194 -0.351908 -0.540207  -0.246
S -3.644619 -0.720149 -0.048628  0.669
C 2.841345 2.142665 -3.784127  0.009
H -1.437112 0.867169 6.295396  0.114
C 0.736726 1.989778 -0.623046  -0.215
H 0.560290 -3.091691 0.796973  0.096
H -3.432519 -0.234017 -2.321241  0.099
C 0.277007 3.776345 6.093579  -0.081
C -0.882725 1.686116 5.852046  -0.047
C -0.725596 -0.509662 -2.800556  0.035
C -4.910442 1.736900 -0.110205  -0.098
O 2.306217 0.318017 -2.418167  -0.281
H -1.882399 -0.023357 4.125419  0.080
C 0.524919 3.786688 4.727475  -0.074
O -1.725686 -4.543817 1.315863  0.140
N 0.515341 0.710366 1.229697  -0.051
C 2.661865 -3.700840 -1.800639  -0.098
C -0.055457 -2.729539 -0.008577  -0.050
H -2.852708 -2.421946 -3.191258  0.138
C 2.732851 3.486043 -4.090756  -0.047
C -0.420880 2.774072 -0.080538  -0.012
H 0.274248 2.750627 2.866640  0.082
C -1.072467 0.523038 3.642749  -0.396
C 1.386676 2.458533 -1.860798  -0.105
C -0.668006 -1.527451 -1.722296  -0.299
H -5.747900 2.313013 0.278296  0.087
H 1.077076 4.605021 4.284729  0.104
Mo 2.308839 -0.681973 -0.791811  1.608
C -1.283991 -3.135482 -0.381151  -0.141
H -1.160675 2.091997 0.331034  0.053
H -1.327290 -0.857906 -3.637987  0.096
N -2.027314 -4.229994 0.192028  -0.335
H 0.695726 4.477344 -1.594488  0.112
H -3.515273 -3.259876 -1.790749  0.115
C 5.241377 -3.824843 -0.908821  0.040
C 3.315730 -4.919783 -1.804819  -0.021
H 6.264291 -3.794352 -0.560997  0.137
S 2.378521 -1.268654 1.566355  0.618
C -0.432861 2.725261 6.653618  -0.073
O -2.441316 0.072487 0.085864  -0.313
C 0.989207 -0.253864 1.933005  -1.068
C 1.949139 4.324254 -3.305466  -0.057
O -3.767763 -1.958512 0.678897  -0.274
H -5.164744 0.169180 1.398829  0.114
C -0.634400 1.686229 4.484675  -0.296
N 0.335444 -1.722917 -0.863044  -0.019
H 0.635190 4.583652 6.717154  0.105
C 0.071957 2.748636 3.929009  -0.048
H 3.443923 1.469795 -4.377702  0.127
C 4.522957 -2.650539 -0.939778  -0.183
N -1.679588 -2.381633 -1.463730  0.054
H -5.904990 -0.208847 -0.155902  0.108
H -4.909877 1.840125 -1.195323  0.081
H 1.865151 5.374648 -3.544475  0.113
N 1.178699 0.941200 0.006252  -0.088
H -0.866296 3.381811 -0.861468  0.082
O -2.884129 -4.752872 -0.492665  0.096
O 6.297152 -1.195890 -0.317122  0.154
H 2.801261 -5.796416 -2.169815  0.119

Force components x, y, z for each atom (eV/Å):
-0.005 0.007 0.029
-0.013 -0.005 -0.010
0.033 0.014 0.003
0.097 0.047 -0.001
0.028 -0.093 -0.064
-0.070 0.066 -0.199
-0.149 0.195 -0.218
0.040 0.022 0.019
-0.003 -0.005 0.022
0.008 -0.009 -0.012
-0.034 0.009 0.015
-0.038 -0.018 0.030
0.082 -0.024 -0.098
-0.027 -0.017 0.006
-0.009 0.000 0.063
0.016 0.012 0.026
-0.042 0.071 0.036
-0.025 -0.351 0.112
0.071 -0.030 -0.094
0.147 -0.009 0.195
-0.065 0.017 0.207
-0.055 0.173 -0.068
0.012 -0.019 0.009
0.129 0.193 -0.232
-0.016 0.024 -0.031
-0.062 0.018 -0.044
-0.013 -0.018 -0.032
-0.046 0.017 0.036
0.029 0.049 0.013
0.030 -0.027 -0.019
0.071 -0.130 -0.174
-0.033 0.018 -0.008
-0.010 0.006 0.019
0.148 -0.088 0.059
0.255 -0.016 -0.280
0.016 -0.089 -0.030
0.110 0.047 0.020
0.022 -0.058 0.013
0.054 -0.036 -0.048
0.036 -0.015 0.019
0.022 -0.030 -0.019
-0.104 0.002 -0.104
-0.102 0.086 0.231
-0.046 -0.047 0.029
-0.018 0.008 -0.010
0.009 0.017 -0.006
0.025 0.013 0.400
-0.048 -0.131 0.062
0.014 -0.031 -0.011
-0.016 -0.018 -0.005
-0.170 0.214 0.155
-0.006 0.050 0.016
-0.001 0.089 0.008
0.010 -0.052 -0.063
-0.050 0.085 -0.020
-0.002 -0.014 0.003
-0.126 0.020 -0.205
0.001 0.005 -0.019
0.018 -0.046 0.091
-0.111 -0.069 0.099
-0.056 -0.034 0.065
0.012 0.085 -0.053
0.002 0.053 -0.004
0.124 -0.065 0.041
0.020 0.087 -0.058
0.002 0.021 0.013
-0.017 0.031 -0.006
-0.002 -0.016 -0.002
0.098 0.072 0.026
0.214 -0.087 -0.224
-0.060 -0.042 0.088
0.005 -0.007 -0.020
0.011 0.015 0.006
-0.261 -0.029 0.253
-0.032 0.010 -0.004
-0.021 -0.151 -0.108
-0.062 -0.023 0.072
0.004 -0.018 -0.008